# 1
Below is a gas-phase ion, C6H11O4S (charge -1) in a non-equilibrium geometry, with properties calculated with ωB97M-V/def2-TZVPD.

Atoms and positions in Å:
C1 1.520 -0.917 0.339
C2 0.599 -2.129 0.387
C3 0.549 0.213 -0.063
C4 -0.757 -0.282 0.506
C5 0.977 1.599 0.501
C6 0.508 0.391 -1.598
O1 -2.888 -1.091 -0.854
O2 -3.181 0.478 0.874
O3 -2.138 1.234 -1.237
O4 -0.865 -0.120 1.912
S1 -2.330 0.128 -0.314
H1 2.072 -0.665 1.269
H2 2.257 -0.951 -0.442
H3 0.446 -2.727 -0.508
H4 0.264 -2.541 1.361
H5 1.755 1.885 -0.166
H6 1.270 1.523 1.551
H7 0.124 2.186 0.370
H8 -0.048 1.398 -1.886
H9 -0.035 -0.400 -2.065
H10 1.622 0.434 -1.988
H11 -1.719 0.355 2.050

The charge is -1. The molar mass comes out at 179.2 g/mol. The electronic energy is -934.318464 hartree. For the gap between HOMO and LUMO (spin up / spin down), the calculation gives 7.6 / 7.8 eV. Its LUMO energy (spin up / spin down) is 3.495 / 3.530 eV. Its relative energy (zero: lowest compared OMol25 entry of this formula, charge and spin) is 1.7973 eV.



# 2
Below is a gas-phase ion, C6H11O8S (charge -1) in a non-equilibrium geometry, with properties calculated with ωB97M-V/def2-TZVPD.

Atoms and positions in Å:
C1 2.139 1.502 -2.167
C2 -2.320 -0.321 1.428
C3 0.756 1.072 -1.741
C4 -1.342 0.557 0.584
C5 0.992 0.019 -0.530
C6 -0.345 -0.479 -0.004
O1 0.343 -0.614 2.478
O2 2.869 0.857 -2.902
O3 -0.578 -2.705 1.427
O4 1.816 -1.869 1.174
O5 -0.028 0.733 -2.834
O6 -0.806 1.580 1.442
O7 1.653 0.675 0.495
O8 -0.971 -1.350 -0.822
S1 0.412 -1.568 1.367
H1 2.661 2.443 -1.694
H2 -2.801 0.271 2.167
H3 -1.742 -1.033 1.833
H4 -2.950 -0.787 0.717
H5 0.293 2.006 -1.263
H6 -2.048 1.017 -0.291
H7 1.634 -0.758 -0.931
H8 -0.465 -0.054 -2.623
H9 -0.191 0.980 1.854
H10 2.103 -0.042 1.017
H11 -1.083 -2.133 -0.181

As for the SMILES: C[C@@H](O)[C@@](O)([C@H](O)[C@H](O)C=O)S(=O)(=O)[O-]. The charge is -1. The molar mass comes out at 243.2 g/mol. The electronic energy is -1235.342959 hartree. For the gap between HOMO and LUMO, the calculation gives 9.3 eV. Its LUMO energy is 3.352 eV. Its relative energy (zero: lowest compared OMol25 entry of this formula, charge and spin) is 0.0000 eV.



# 3
Below is 2 unconnected molecules or ions with the total composition C6H12, with properties calculated with ωB97M-V/def2-TZVPD.

Atoms and positions in Å:
C1 1.086 -0.308 1.888
C2 1.287 -1.097 0.752
C3 1.924 -0.709 -0.432
C4 2.144 -1.492 -1.565
H1 1.468 0.709 1.931
H2 0.480 -0.635 2.724
H3 0.912 -2.120 0.756
H4 2.280 0.324 -0.443
H5 2.634 -1.108 -2.453
H6 1.802 -2.522 -1.588
C5 -1.963 1.238 -0.948
C6 -2.054 1.002 0.555
H7 -2.555 2.103 -1.260
H8 -2.316 0.368 -1.505
H9 -0.928 1.412 -1.245
H10 -3.082 0.808 0.869
H11 -1.428 0.161 0.854
H12 -1.692 1.866 1.113

The charge is -1. The molar mass comes out at 84.2 g/mol. The electronic energy is -235.729369 hartree. As for the spin multiplicity: 2. The expectation value of S² is 0.769. For the gap between HOMO and LUMO (spin up / spin down), the calculation gives 3.8 / 6.5 eV. Its LUMO energy (spin up / spin down) is 4.077 / 4.053 eV. Its relative energy (zero: lowest compared OMol25 entry of this formula, charge and spin) is 0.1331 eV.



# 4
Below is a gas-phase ion, C6H12 (charge -1), with properties calculated with ωB97M-V/def2-TZVPD.

Atoms and positions in Å:
C1 1.670 0.779 -1.633
C2 0.219 0.406 -1.925
C3 -0.373 -0.590 -0.941
C4 -0.734 -0.046 0.410
C5 -0.539 -0.719 1.534
C6 -0.991 -0.262 2.895
H1 2.048 0.404 -0.677
H2 1.835 1.847 -1.599
H3 2.361 0.375 -2.384
H4 0.247 -0.035 -2.933
H5 -0.445 1.256 -2.101
H6 0.357 -1.386 -0.839
H7 -1.267 -1.057 -1.381
H8 -1.202 0.913 0.335
H9 0.103 -1.594 1.483
H10 -0.632 0.774 3.013
H11 -0.581 -0.789 3.751
H12 -2.075 -0.275 2.993

The charge is -1. The molar mass comes out at 84.2 g/mol. The electronic energy is -235.717552 hartree. As for the spin multiplicity: 2. The expectation value of S² is 0.750. For the gap between HOMO and LUMO (spin up / spin down), the calculation gives 2.4 / 9.4 eV. Its LUMO energy (spin up / spin down) is 4.051 / 4.016 eV. Its relative energy (zero: lowest compared OMol25 entry of this formula, charge and spin) is 0.4547 eV.



What is the charge in the third record?
-1



Which value of molar mass does entry 4 give?
84.2 g/mol